Record 1
{"formula": "C15H17N3O3SiV", "method": "the ωB97M-V functional and the def2-TZVPD basis", "lumo_energy_ev": [-0.2589, -0.6661], "spin_multiplicity": 2, "gap_ha": [0.2642, 0.1796], "homo_ev": [-7.447, -5.553], "s_squared": 0.95, "symbols": ["V", "Si", "O", "O", "O", "N", "N", "N", "C", "C", "C", "C", "C", "C", "C", "C", "C", "C", "C", "C", "C", "C", "C", "H", "H", "H", "H", "H", "H", "H", "H", "H", "H", "H", "H", "H", "H", "H", "H", "H"], "coordinates": [[0.587151, 0.000715, -0.195252], [-2.179126, -1.226280, -0.678499], [-0.676623, -0.791566, -1.240131], [0.080667, 1.605332, 3.304786], [2.229448, -0.839895, 3.239757], [0.197270, 1.904482, -0.245096], [1.135554, 0.412047, 1.575350], [2.437340, -0.624804, -0.307393], [2.773926, -1.111082, 0.913254], [-1.454045, 4.077697, 0.150351], [0.329741, 1.383768, 2.144616], [-0.952381, 3.792838, -1.124599], [-1.105433, 3.286761, 1.216344], [2.019945, -0.514782, 2.097310], [3.203767, -0.926803, -1.373124], [-0.250317, 2.204367, 1.003106], [4.298500, -1.748559, -1.277826], [4.610472, -2.297212, -0.034030], [-2.022858, -1.587993, 1.139856], [-2.781104, -2.701415, -1.602915], [-3.378226, 0.166915, -0.876748], [3.849712, -1.978421, 1.066321], [-0.141430, 2.700750, -1.280674], [-1.175789, -2.240602, 1.368278], [-2.932313, -2.435900, -2.653685], [0.241372, 2.415316, -2.250825], [-1.449790, 3.476477, 2.224256], [5.460103, -2.961111, 0.066434], [-3.728043, -3.078821, -1.206979], [4.887660, -1.965969, -2.157128], [4.066149, -2.354146, 2.057421], [-3.081303, 1.019852, -0.257279], [-3.441784, 0.505022, -1.915009], [-1.202257, 4.403434, -1.980574], [-2.044891, -3.508842, -1.562856], [-2.108873, 4.928140, 0.295187], [-1.896731, -0.663241, 1.711849], [-2.920460, -2.081110, 1.526936], [2.895093, -0.502724, -2.319140], [-4.380112, -0.142635, -0.561669]], "forces_ev_per_a": [[-0.979, -0.106, -1.072], [0.600, 0.082, -0.157], [-0.867, -0.505, 0.070], [-0.199, 0.104, 0.158], [0.136, -0.213, 0.093], [-0.362, 1.487, -0.052], [0.288, -0.075, 0.989], [1.686, -0.811, -0.068], [0.146, 0.253, -0.190], [-0.108, 0.162, -0.026], [0.349, -0.233, -0.301], [-0.047, 0.080, -0.004], [-0.018, -0.156, 0.216], [-0.338, 0.512, -0.218], [-0.343, 0.120, 0.285], [0.207, -0.121, -0.120], [0.136, -0.101, 0.047], [0.173, -0.102, -0.141], [-0.028, -0.074, 0.340], [-0.070, -0.355, -0.298], [-0.255, 0.342, -0.079], [-0.218, -0.010, 0.331], [0.096, -0.234, 0.239], [-0.004, -0.009, -0.004], [-0.007, -0.088, 0.038], [0.030, -0.042, -0.029], [-0.004, -0.005, -0.022], [-0.018, 0.017, -0.001], [0.049, 0.028, -0.026], [0.005, -0.005, 0.025], [0.002, -0.008, -0.022], [-0.036, 0.000, -0.048], [-0.004, -0.009, 0.056], [-0.005, 0.007, 0.028], [-0.069, 0.009, -0.015], [0.017, -0.021, -0.002], [0.025, -0.038, 0.044], [0.037, 0.042, -0.028], [-0.047, 0.018, -0.027], [0.046, 0.057, -0.011]], "lowdin_spin": [1.21, 0.00, 0.02, -0.05, -0.04, -0.04, -0.01, -0.02, 0.01, 0.00, -0.02, -0.03, -0.02, -0.02, 0.02, -0.01, -0.02, 0.01, 0.00, 0.00, 0.00, -0.02, 0.01, 0.00, 0.00, 0.00, 0.00, 0.00, 0.00, 0.00, 0.00, 0.00, 0.00, 0.00, 0.00, 0.00, 0.00, 0.00, 0.00, 0.00]}

Record 2
{"formula": "C33H46IrN13OP3", "method": "the ωB97M-V functional and the def2-TZVPD basis", "lumo_energy_ev": [0.1761, -2.4900], "spin_multiplicity": 6, "gap_ha": [0.2763, 0.1986], "homo_ev": [-7.341, -7.894], "s_squared": 8.81, "symbols": ["Ir", "P", "P", "P", "O", "N", "N", "N", "N", "N", "N", "N", "N", "N", "N", "N", "N", "N", "C", "C", "C", "C", "C", "C", "C", "C", "C", "C", "C", "C", "C", "C", "C", "C", "C", "C", "C", "C", "C", "C", "C", "C", "C", "C", "C", "C", "C", "C", "C", "C", "C", "H", "H", "H", "H", "H", "H", "H", "H", "H", "H", "H", "H", "H", "H", "H", "H", "H", "H", "H", "H", "H", "H", "H", "H", "H", "H", "H", "H", "H", "H", "H", "H", "H", "H", "H", "H", "H", "H", "H", "H", "H", "H", "H", "H", "H", "H"], "coordinates": [[-0.160446, -0.410041, -0.372451], [-1.473610, 1.372405, 0.715021], [1.576744, 1.842933, -2.707439], [2.070485, -1.551187, 0.339942], [0.548127, 0.770951, -2.452638], [1.121531, -2.918191, -1.812067], [-0.305875, -4.320612, -2.620826], [-0.530455, -1.383500, 1.598686], [-3.336440, -0.887757, 0.246235], [-2.331854, 1.224350, -2.525903], [-2.309400, -3.121961, -2.179688], [-2.386952, -1.300618, -0.631157], [-2.783389, 4.952119, -2.188030], [-4.380898, -1.636354, 0.136408], [-4.167154, -2.595769, -0.788685], [0.996094, -4.064338, -2.388472], [-0.091899, -2.352654, -1.645306], [-2.463770, 3.796965, -6.531452], [3.490944, -2.091897, 2.754570], [-1.937213, 0.466877, 2.252714], [-0.423370, -5.054781, 2.053928], [-0.880152, 2.970176, 1.514021], [2.662706, 1.444060, -4.076048], [1.962181, -0.129328, 2.820085], [-2.468376, 3.155171, -4.025673], [-2.967675, 0.437213, 4.450585], [1.169549, -2.980403, 1.060405], [0.835077, -5.325692, 1.526124], [-2.899728, 2.135028, -0.227623], [-2.942693, -2.363233, -1.219537], [1.613694, -4.292055, 1.024665], [-1.490298, -1.342199, 3.832610], [-0.932582, -3.258557, -2.151671], [-0.881634, -3.754595, 2.120935], [-2.753063, 1.038540, 3.214777], [-2.307347, -0.744968, 4.767206], [-0.299205, 3.970886, 0.511800], [-2.468358, 3.512498, -5.416443], [-0.083444, -2.698243, 1.652187], [3.369881, -1.714011, -2.169130], [-1.322539, -0.789188, 2.542459], [4.918276, -1.487523, -0.231423], [-2.134701, 1.898103, -3.611658], [0.119286, 2.814622, 2.655626], [-2.665575, 4.181745, -3.038245], [2.881619, -0.949696, 1.928813], [-4.136468, 2.460789, 0.606371], [0.854900, 3.418161, -3.157546], [3.569550, -2.074877, -0.674519], [2.651471, 2.108981, -1.288582], [-3.391205, 1.493728, -1.534539], [4.036403, -2.827164, 2.162168], [5.214395, -1.732042, 0.782848], [-1.021810, 4.371605, -0.198489], [-3.230810, 1.986506, 3.015954], [-0.127476, 2.009107, 3.346100], [-2.816344, -3.928238, -2.503832], [2.701459, -2.632461, 3.281036], [3.304257, 1.239219, -1.200325], [-4.849312, 3.008020, -0.015219], [-2.419550, -1.192325, 5.746809], [0.085330, 3.695984, -2.440264], [4.935428, -0.400006, -0.339312], [3.219238, 0.537348, -3.841413], [2.542994, 0.537945, 3.462572], [-1.792402, 3.395915, 1.938772], [1.280844, 0.469391, 2.230906], [-3.617815, 0.911912, 5.175864], [0.388198, 3.296988, -4.136255], [0.115738, 4.822481, 1.057224], [1.194052, -6.345787, 1.471096], [3.257203, 3.012334, -1.391863], [4.176826, -1.689060, 3.506538], [-1.060951, -5.863867, 2.386046], [-2.429577, 3.063429, -0.538977], [-3.932704, 0.575300, -1.348795], [2.563337, -4.526248, 0.559827], [3.617251, -3.160115, -0.586906], [1.362011, -0.770789, 3.471541], [2.037464, 2.172208, -0.386918], [-4.076366, 2.202839, -1.995807], [-4.619039, 1.544850, 0.956699], [0.521722, 3.516313, -0.048258], [-1.742078, 0.416916, -2.352070], [5.686491, -1.884004, -0.898306], [-3.910110, 3.099868, 1.459166], [3.679941, -0.288064, 1.594415], [4.304313, -1.309008, -2.572010], [2.578585, -0.975062, -2.306261], [-1.890311, -3.544887, 2.456370], [1.124225, 2.645531, 2.267392], [0.145730, 3.745756, 3.227637], [2.048834, 1.262827, -4.960387], [3.357534, 2.262818, -4.275647], [-0.942469, -2.236389, 4.095417], [3.087836, -2.578178, -2.762080], [1.607162, 4.208230, -3.212440]], "forces_ev_per_a": [[-0.381, -0.139, -0.397], [0.545, -0.223, 0.143], [-0.137, -0.258, -0.084], [-0.016, 0.176, 0.577], [0.259, 0.192, 0.034], [-0.691, -0.418, 0.140], [0.238, 0.051, -0.024], [-0.204, 0.024, 0.187], [-0.177, -0.065, -0.042], [-0.183, 0.088, 0.091], [0.115, 0.172, 0.017], [-0.092, 0.061, 0.383], [0.040, -0.046, -0.013], [0.292, 0.031, -0.097], [-0.112, 0.132, 0.164], [-0.119, 0.221, 0.107], [0.368, -0.035, -0.026], [0.016, 0.001, 0.072], [0.058, 0.017, -0.010], [-0.038, 0.021, -0.051], [0.056, -0.022, -0.029], [0.023, 0.016, -0.151], [0.049, -0.063, -0.076], [-0.053, -0.020, 0.133], [0.012, 0.166, 0.048], [0.030, -0.015, 0.017], [0.073, -0.069, -0.221], [-0.045, 0.009, 0.029], [-0.111, -0.261, -0.022], [0.238, -0.109, -0.307], [0.021, -0.001, -0.036], [0.031, -0.016, -0.057], [-0.318, 0.146, 0.101], [-0.087, 0.096, -0.007], [-0.005, -0.004, 0.024], [-0.026, 0.042, -0.037], [-0.010, 0.009, -0.083], [-0.003, -0.109, 0.261], [-0.035, 0.069, 0.020], [0.349, 0.117, -0.079], [0.080, -0.098, -0.029], [-0.105, -0.014, 0.027], [-0.196, 0.105, 0.000], [0.029, -0.107, 0.066], [0.034, -0.178, -0.260], [0.015, -0.165, -0.007], [-0.085, -0.055, -0.003], [-0.031, 0.112, -0.037], [-0.120, 0.055, -0.268], [0.008, -0.030, 0.100], [0.186, -0.032, -0.056], [0.018, 0.039, -0.035], [-0.031, -0.029, 0.115], [-0.007, -0.033, -0.005], [0.012, -0.022, 0.030], [0.007, -0.004, -0.009], [-0.011, -0.072, 0.037], [0.026, 0.022, -0.029], [0.029, -0.002, 0.042], [0.011, -0.006, 0.025], [-0.007, 0.020, -0.029], [-0.029, 0.068, 0.054], [-0.010, 0.013, 0.004], [0.008, 0.020, -0.049], [0.000, -0.052, 0.009], [-0.086, 0.045, -0.028], [-0.110, 0.181, -0.071], [0.033, -0.021, -0.047], [-0.003, 0.068, 0.023], [-0.028, -0.020, -0.023], [-0.020, 0.040, -0.018], [-0.047, -0.074, -0.009], [-0.041, -0.006, -0.047], [0.017, 0.014, 0.000], [0.013, 0.221, 0.030], [-0.025, -0.096, 0.017], [-0.035, -0.003, 0.025], [0.007, -0.031, -0.010], [0.023, 0.040, -0.070], [0.096, -0.009, -0.045], [-0.027, 0.044, -0.036], [0.064, 0.045, -0.009], [-0.050, 0.045, 0.025], [0.071, -0.018, -0.040], [-0.025, 0.017, 0.014], [-0.005, 0.002, -0.039], [0.073, 0.040, -0.105], [0.017, 0.044, 0.064], [0.039, -0.044, 0.001], [0.058, -0.009, 0.013], [0.030, -0.052, 0.005], [0.020, -0.028, -0.039], [0.045, 0.014, 0.023], [-0.034, -0.037, 0.007], [-0.010, 0.003, -0.023], [0.166, 0.114, 0.011], [-0.023, -0.072, 0.012]], "lowdin_spin": [2.25, 0.07, 0.01, 0.11, 0.10, 0.00, 0.01, 0.49, 0.01, 0.15, 0.01, 0.13, 0.04, 0.01, 0.00, 0.00, 0.08, 0.02, 0.01, 0.10, 0.00, 0.02, 0.00, 0.00, 0.14, 0.12, 0.07, 0.07, 0.03, 0.01, -0.01, 0.10, 0.01, 0.07, -0.01, -0.01, 0.00, 0.02, 0.03, 0.00, 0.01, 0.00, 0.54, 0.00, 0.03, 0.02, 0.01, 0.00, 0.03, 0.01, 0.03, 0.00, 0.00, 0.00, 0.00, 0.00, 0.00, 0.00, 0.00, 0.00, 0.00, 0.00, 0.00, 0.00, 0.00, 0.00, 0.00, 0.01, 0.00, 0.00, 0.00, 0.00, 0.00, 0.00, 0.00, 0.00, 0.00, 0.00, 0.00, 0.01, 0.00, 0.00, 0.00, 0.02, 0.00, 0.00, 0.00, 0.00, 0.00, 0.00, 0.00, 0.00, 0.00, 0.00, 0.00, 0.00, 0.00]}

Calculated energy relative to the best compared isomer or geometry (same formula, charge and spin), 0.700 0.000 eV (same order as the records).
Calculated DFT total energy, -2205.3825 -3200.3814 a.u. (same order as the records).